{"formula": "C3H8O4", "method": "ωB97M-V with the def2-TZVPD basis set", "symbols": ["O", "H", "H", "O", "H", "H", "O", "C", "H", "H", "H", "C", "H", "O", "C"], "positions_angstrom": [[0.8344, 0.7097, -0.7476], [-0.9600, -1.6765, 1.2038], [2.6785, -0.1420, -0.5143], [-1.1440, 1.8808, -0.6594], [-0.0785, -0.5491, -0.9848], [1.9519, 0.3941, 1.0126], [-1.1133, -0.7067, -0.6457], [-1.3009, -1.8494, 0.1806], [-0.7343, -2.6813, -0.2444], [-2.3627, -2.1073, 0.1885], [-1.7505, 2.3084, -0.0320], [2.0766, 0.6392, -0.0453], [2.6034, 1.5916, -0.1340], [-0.3367, 1.0925, 1.3150], [-0.3640, 1.0959, 0.1071]], "relative_energy_kcal_mol": 48.4, "largest_force_ev_per_a": 3.6, "smiles": "COC(=O)O.CO"}

{"formula": "CsO4S", "method": "ωB97M-V with the def2-TZVPD basis set", "symbols": ["O", "O", "Cs", "S", "O", "O"], "positions_angstrom": [[0.9493, 0.1367, 0.8268], [-0.0124, 1.8949, -0.5538], [-0.4370, -2.2358, 1.5897], [0.0972, 0.4590, -0.3136], [-1.2534, -0.0684, -0.0661], [0.6562, -0.1864, -1.4830]], "relative_energy_kcal_mol": 0.5, "total_charge": -1, "largest_force_ev_per_a": 3.0}

{"formula": "C5H9NO", "method": "ωB97M-V with the def2-TZVPD basis set", "symbols": ["O", "H", "H", "H", "H", "H", "C", "H", "N", "C", "H", "C", "C", "C", "H", "H"], "positions_angstrom": [[-1.1104, -0.0972, 0.0261], [-2.2442, -1.0547, -1.6675], [0.3943, 0.8399, -2.8257], [1.6464, -0.7225, 0.3525], [0.0366, 2.0497, -1.5730], [-0.2110, -1.9334, 1.4957], [-0.2688, 0.1976, 1.1116], [-0.5326, 1.1248, 1.6157], [-1.5433, -0.4977, -2.1596], [0.2867, 0.9988, -1.7514], [0.0489, -0.9592, 3.0242], [0.0970, -0.9925, 1.9408], [-0.8201, 0.0861, -1.2988], [1.1641, -0.2408, 1.1956], [1.8175, 0.4054, 1.7735], [1.2390, 0.7957, -1.2597]], "relative_energy_kcal_mol": 48.5, "largest_force_ev_per_a": 0.3, "smiles": "[H]/N=C(/C)OC1CC1"}

{"formula": "C33H36F3N3OPtS2", "method": "ωB97M-V with the def2-TZVPD basis set", "symbols": ["C", "H", "H", "C", "H", "H", "C", "H", "H", "H", "O", "N", "H", "C", "H", "H", "S", "C", "C", "H", "H", "C", "C", "N", "H", "C", "C", "H", "C", "H", "C", "H", "H", "H", "F", "C", "C", "C", "H", "H", "C", "N", "C", "H", "H", "H", "H", "C", "C", "C", "H", "Pt", "H", "H", "C", "C", "C", "C", "H", "C", "H", "H", "H", "F", "S", "F", "H", "H", "H", "C", "C", "C", "H", "C", "C", "C", "H", "C", "C"], "positions_angstrom": [[-0.1595, 0.6747, 2.2894], [0.1911, 0.3650, -3.8541], [2.8349, -0.1589, -2.7155], [-2.1476, -4.3671, 2.4737], [2.2700, 6.0282, -1.1206], [0.8044, -1.1757, -3.2513], [-1.8332, 3.9455, 0.6372], [2.3841, 0.4426, -6.7969], [1.2285, 1.2677, -5.9447], [-2.3695, -4.5480, -0.8997], [2.5201, 2.4859, -0.9110], [2.0415, 0.6443, -5.8498], [-3.0488, 5.2508, 2.7860], [2.5435, 1.6305, -3.6483], [-2.5561, -0.2893, 2.8069], [0.0702, -1.9946, 1.5121], [-0.5042, -2.4074, -1.3020], [0.7901, -4.8526, -1.7300], [0.8475, 3.8945, 1.3582], [-0.8721, -3.0191, 3.5494], [-2.5634, -4.8136, 3.3646], [-1.4774, 4.0790, 1.9786], [2.7863, 5.1149, -0.8474], [2.0560, 0.4501, -2.9568], [-3.3127, -5.5714, 1.1347], [-2.7876, 0.6927, 7.3269], [0.1269, -4.8863, -4.4339], [-2.8771, 3.9652, 0.3617], [-2.0422, -4.2244, 0.0765], [-2.1110, 4.3848, 4.0051], [0.3360, 0.6834, 1.1729], [-0.9424, -3.0662, -4.0286], [1.2816, -6.6834, -4.5262], [-3.2773, 3.5252, 2.9930], [-2.2264, 1.5212, 8.2113], [-2.6998, 0.1190, 4.9036], [-0.7843, 0.6635, 3.5509], [0.9132, -5.8930, -3.8934], [3.6940, 5.0173, -1.4347], [1.5782, -2.2559, -0.5208], [-1.0813, -3.2345, 0.2013], [0.9176, -1.6907, -1.0456], [1.6080, -0.6060, -5.1673], [0.8267, -1.0922, -5.7531], [0.8513, 1.6008, 4.5813], [2.4672, -1.2772, -5.1049], [3.3261, 2.0950, -3.0495], [1.0848, -0.2585, -3.7691], [1.2408, -5.8771, -2.5458], [-2.0707, 0.1230, 3.6780], [3.0272, 5.1170, 0.2080], [1.2404, 0.5341, -0.5725], [-3.6890, -0.3006, 5.0120], [-1.1424, 3.7513, -1.3845], [0.0029, -3.8545, -2.2789], [3.0904, 1.3352, -5.0488], [-0.3242, -3.8557, -3.6263], [-0.6594, -2.7877, 1.4395], [1.8913, 3.8330, 1.6332], [0.4716, 3.8266, 0.0262], [3.3702, 2.2653, -5.5449], [3.9673, 0.6875, -5.0001], [-0.1382, -4.9050, -5.4791], [-2.8188, -0.5271, 7.8889], [1.7068, 3.7056, -1.2762], [-4.0632, 1.0801, 7.1748], [1.0430, -4.8380, -0.6805], [-0.2971, 1.6466, 6.7606], [1.8479, -6.6626, -2.1270], [-0.1413, 1.1920, 4.6771], [-1.1962, -3.3647, 2.5804], [-2.0605, 0.6779, 6.0073], [0.1563, 4.0979, 3.3681], [-0.8669, 3.8255, -0.3419], [-2.5324, 4.3176, 3.0067], [-0.7814, 1.2122, 5.8990], [1.7188, 2.3438, -3.7244], [-0.1310, 4.0217, 2.3279], [-2.5680, -4.7966, 1.2230]], "relative_energy_kcal_mol": 50.7, "total_charge": 2, "largest_force_ev_per_a": 2.7}

{"formula": "CH7N2O", "method": "ωB97M-V with the def2-TZVPD basis set", "symbols": ["H", "H", "H", "H", "N", "O", "H", "C", "N", "H", "H"], "positions_angstrom": [[-1.7019, -0.2921, -0.7898], [-0.6139, 0.3625, -1.8935], [2.2236, 3.4756, 1.6980], [0.4192, -1.4321, 0.3297], [-0.7342, -0.0714, -0.9956], [-0.9360, -2.3925, -0.8667], [1.6203, 2.2798, 2.7542], [-0.1033, -1.3631, -0.6564], [1.4456, 3.1347, 2.2434], [0.7026, 2.8017, 1.6378], [0.8266, -1.4020, -1.3313]], "relative_energy_kcal_mol": 20.6, "total_charge": -1, "largest_force_ev_per_a": 2.9}

{"formula": "C3H2CeO2", "method": "ωB97M-V with the def2-TZVPD basis set", "symbols": ["O", "C", "H", "C", "O", "Ce", "C", "H"], "positions_angstrom": [[1.1062, 1.0999, 0.1439], [0.4810, 0.1775, -0.7415], [0.9255, 0.1603, -1.7332], [1.4025, 0.0874, 0.9015], [-1.3485, -0.3670, 0.6538], [-0.2408, -0.5313, 2.6536], [-0.8645, -0.1656, -0.5007], [-1.4614, -0.4611, -1.3775]], "relative_energy_kcal_mol": 42.8, "multiplicity": 3, "total_charge": 2, "largest_force_ev_per_a": 3.2}